*1*
Density functional theory data (ωB97M-V with the def2-TZVPD basis set) for a 8-piece molecular cluster, C5H26N2O8 overall.

Bonds (Å) are listed after each position.
Geometry (Å):
1 C 1.388 -3.313 -1.754  N2 1.350, O8 1.214, H9 1.095
2 N 1.376 -2.070 -1.228  C1 1.350, C4 1.462, H10 1.012
3 C -0.769 -1.925 -0.022  C4 1.526, H11 1.090, H12 1.082, H13 1.088
4 C 0.750 -1.809 0.067  N2 1.462, C3 1.526, C5 1.529, H14 1.081
5 C 1.188 -0.427 0.552  C4 1.529, N6 1.468, H15 1.086, H16 1.088
6 N 2.165 -0.528 1.643  C5 1.468, C7 1.458, H17 1.002
7 C 2.780 0.759 1.949  N6 1.458, H18 1.099, H19 1.091, H20 1.093
8 O 0.905 -4.285 -1.210  C1 1.214
9 H 1.876 -3.377 -2.732  C1 1.095
10 H 1.836 -1.312 -1.716  N2 1.012
11 H -1.157 -1.233 -0.769  C3 1.090
12 H -1.033 -2.921 -0.350  C3 1.082
13 H -1.212 -1.742 0.954  C3 1.088
14 H 1.109 -2.557 0.760  C4 1.081
15 H 0.345 0.132 0.947  C5 1.086
16 H 1.566 0.174 -0.273  C5 1.088
17 H 2.865 -1.193 1.375  N6 1.002
18 H 3.332 1.195 1.104  C7 1.099
19 H 1.997 1.472 2.214  C7 1.091
20 H 3.446 0.647 2.809  C7 1.093
21 H 0.058 -1.601 3.940  O23 0.968
22 H 0.928 -0.677 3.042  O23 0.983
23 O 0.186 -0.676 3.685  H21 0.968, H22 0.983
24 H -1.430 1.628 -2.470  O26 0.995
25 H -0.801 2.902 -1.780  O26 0.979
26 O -0.590 1.997 -2.086  H24 0.995, H25 0.979
27 H 1.943 1.141 -3.987  O29 0.961
28 H 0.643 1.175 -3.120  O29 0.983
29 O 1.256 0.585 -3.611  H27 0.961, H28 0.983
30 H -2.850 -0.160 -2.595  O32 0.955
31 H -3.236 0.924 -1.568  O32 0.976
32 O -3.088 0.762 -2.519  H30 0.955, H31 0.976
33 H -1.613 4.618 0.116  O35 0.957
34 H -2.198 3.231 -0.234  O35 0.983
35 O -1.856 4.065 -0.626  H33 0.957, H34 0.983
36 H -2.599 0.617 3.257  O38 0.957
37 H -1.267 -0.081 2.925  O38 0.978
38 O -2.123 0.194 2.542  H36 0.957, H37 0.978
39 H -1.494 1.239 -0.339  O41 0.975
40 H -2.285 0.991 0.992  O41 0.984
41 O -2.334 1.436 0.115  H39 0.975, H40 0.984

The calculation puts the gap between HOMO and LUMO at 10.1 eV. Its HOMO energy is -9.8 eV. For the LUMO energy, the calculation gives 0.372 eV.

Here are the natural (NBO) charges for atoms 1 to 4, given in e: 0.527 -0.624 -0.614 -0.066


*2*
Density functional theory data (ωB97M-V with the def2-TZVPD basis set) for a 9-piece molecular cluster, C5H26N2O8 overall.

Bonds (Å) are listed after each position.
Geometry (Å):
1 C -0.566 2.583 -2.227  O2 1.194, H9 1.117, H10 1.095
2 O -0.672 1.394 -2.248  C1 1.194
3 C 1.116 2.875 1.480  C4 1.463, H11 1.084, H12 1.119, H19 1.138
4 C 1.877 1.625 1.483  C3 1.463, C5 1.558, H13 1.074, H14 1.121
5 C 1.098 0.319 1.823  C4 1.558, C6 1.351, N8 1.407
6 C -0.032 0.049 1.132  C5 1.351, N7 1.398, H15 1.109
7 N -0.926 -1.024 1.189  C6 1.398, H16 1.084, H17 1.007
8 N 1.476 -0.691 2.726  C5 1.407, H18 0.995, H20 1.001
9 H 0.045 3.119 -2.993  C1 1.117
10 H -0.890 3.241 -1.413  C1 1.095
11 H 1.692 3.772 1.283  C3 1.084
12 H 0.768 3.212 2.489  C3 1.119
13 H 2.170 1.537 0.454  C4 1.074
14 H 2.706 1.729 2.229  C4 1.121
15 H -0.307 0.954 0.553  C6 1.109
16 H -0.288 -1.878 0.986  N7 1.084
17 H -1.661 -1.035 0.499  N7 1.007
18 H 0.731 -1.198 3.147  N8 0.995
19 H 0.289 3.080 0.725  C3 1.138
20 H 2.321 -0.755 3.259  N8 1.001
21 H -0.417 -2.626 -3.199  O23 0.968
22 H -0.238 -2.405 -1.718  O23 0.966
23 O -0.288 -1.918 -2.551  H21 0.968, H22 0.966
24 H -3.848 -1.695 -0.564  O26 0.958
25 H -2.514 -1.661 -1.346  O26 0.960
26 O -3.194 -1.111 -0.951  H24 0.958, H25 0.960
27 H -1.542 0.566 2.710  O29 0.951
28 H -0.889 1.804 3.544  O29 0.955
29 O -1.334 0.960 3.551  H27 0.951, H28 0.955
30 H 1.130 -0.825 -3.437  O32 0.976
31 H 1.589 0.633 -3.127  O32 0.957
32 O 1.644 -0.068 -3.776  H30 0.976, H31 0.957
33 H 1.065 -3.479 -1.024  O35 0.974
34 H 1.172 -3.671 0.550  O35 0.958
35 O 0.578 -3.664 -0.201  H33 0.974, H34 0.958
36 H -3.019 1.384 -0.302  O38 0.964
37 H -1.992 1.617 0.831  O38 0.965
38 O -2.669 2.052 0.298  H36 0.964, H37 0.965
39 H 1.933 -1.245 -0.606  O41 0.957
40 H 3.123 -2.276 -0.115  O41 0.953
41 O 2.470 -2.022 -0.761  H39 0.957, H40 0.953

The calculation puts the gap between HOMO and LUMO at 7.6 eV. Its HOMO energy is -7.4 eV. For the LUMO energy, the calculation gives 0.135 eV.

Here are the natural (NBO) charges for atoms 1 to 4, given in e: 0.284 -0.500 -0.618 -0.444


Going by the energies, *1* is most stable and the next is 0.1572 hartree up.


*1*
Density functional theory data (ωB97M-V with the def2-TZVPD basis set) for a 2-piece molecular cluster, CH3NO4 overall.

Bonds (Å) are listed after each position.
Geometry (Å):
1 N 0.767 -1.600 1.939  O2 1.215, O3 1.196
2 O 1.619 -2.387 1.578  N1 1.215
3 O 0.473 -1.172 3.017  N1 1.196
4 C -0.570 1.148 -1.407  O5 1.489, H7 1.083, H8 1.110, H9 1.111
5 O -0.696 -0.022 -0.494  C4 1.489, O6 1.386
6 O 0.269 -0.293 0.463  O5 1.386
7 H -1.466 1.027 -2.002  C4 1.083
8 H -0.662 2.159 -0.957  C4 1.110
9 H 0.266 1.140 -2.138  C4 1.111

The calculation puts the gap between HOMO and LUMO (alpha / beta) at 10.2 / 7.9 eV. Its HOMO energy (alpha / beta) is -11.2 / -9.4 eV. For the LUMO energy (alpha / beta), the calculation gives -0.975 / -1.552 eV.

Here are the natural (NBO) charges for atoms 1 to 4, given in e: 0.558 -0.302 -0.286 -0.293


*2*
Density functional theory data (ωB97M-V with the def2-TZVPD basis set) for a 2-piece molecular cluster, CH3NO4 overall.

Bonds (Å) are listed after each position.
Geometry (Å):
1 C 0.054 0.167 0.282  N2 1.468, O5 1.334, O6 1.327
2 N -0.246 -0.778 -0.800  C1 1.468, O3 1.223, O4 1.200
3 O -0.374 -0.244 -1.892  N2 1.223
4 O -0.335 -1.951 -0.558  N2 1.200
5 O -0.449 -0.212 1.458  C1 1.334, H8 0.967
6 O -0.038 1.441 -0.078  C1 1.327, H9 0.987
7 H 1.848 -0.316 0.487  no bonds
8 H -0.266 0.434 2.153  O5 0.967
9 H -0.194 1.460 -1.052  O6 0.987

The calculation puts the gap between HOMO and LUMO at 8.6 eV. Its HOMO energy is -9.7 eV. For the LUMO energy, the calculation gives -1.080 eV.

Here are the natural (NBO) charges for atoms 1 to 4, given in e: 0.636 0.470 -0.405 -0.306


Going by the energies, *2* is most stable and the next is 0.1135 hartree up.


*1*
Density functional theory data (ωB97M-V with the def2-TZVPD basis set) for an isolated ion of composition CH2NO3S and charge -1.

Bonds (Å) are listed after each position.
Geometry (Å):
1 C 0.319 -0.007 0.120  O3 1.365, O5 1.429, H7 1.113, H8 1.090
2 N 2.272 -1.197 -0.315  O5 1.408, S6 1.557
3 O 1.200 1.034 0.180  C1 1.365, S6 1.955
4 O 3.972 0.483 -0.492  S6 1.449
5 O 0.987 -1.262 0.258  C1 1.429, N2 1.408
6 S 2.885 0.060 0.368  N2 1.557, O3 1.955, O4 1.449
7 H -0.064 0.117 -0.917  C1 1.113
8 H -0.441 0.092 0.894  C1 1.090

The calculation puts the gap between HOMO and LUMO at 7.6 eV. As for the total charge: -1. Its HOMO energy is -3.4 eV. For the LUMO energy, the calculation gives 4.195 eV.

Here are the natural (NBO) charges for atoms 1 to 4, given in e: 0.199 -0.664 -0.813 -0.982


*2*
Density functional theory data (ωB97M-V with the def2-TZVPD basis set) for a 2-piece molecular cluster, CH2NO3S overall.

Bonds (Å) are listed after each position.
Geometry (Å):
1 C -1.134 -0.551 -0.172  N2 1.248, O4 1.182
2 N -0.341 -0.274 -1.095  C1 1.248, H7 1.039
3 O 1.928 0.377 0.143  S6 1.682, H8 1.012
4 O -2.023 -0.965 0.488  C1 1.182
5 O 0.200 1.502 1.802  S6 1.542
6 S 0.857 0.159 1.422  O3 1.682, O5 1.542
7 H -0.683 -0.402 -2.068  N2 1.039
8 H 1.197 0.155 -0.520  O3 1.012

The calculation puts the gap between HOMO and LUMO at 5.8 eV. As for the total charge: -1. Its HOMO energy is -2.0 eV. For the LUMO energy, the calculation gives 3.813 eV.

Here are the natural (NBO) charges for atoms 1 to 4, given in e: 0.827 -0.894 -0.941 -0.569


Going by the energies, *2* is most stable and the next is 0.0731 hartree up.


*1*
Density functional theory data (ωB97M-V with the def2-TZVPD basis set) for one molecule with the formula C4H5FN2S.

Bonds (Å) are listed after each position.
Geometry (Å):
1 C -0.305 -0.096 0.040  C2 1.604, N10 1.349, N11 1.305
2 C 0.976 -1.061 0.067  C1 1.604, C3 1.434, H6 1.028, H7 1.173
3 C 2.039 -0.099 0.081  C2 1.434, C4 1.383, F12 1.398
4 C 1.516 1.181 0.052  C3 1.383, H8 1.134, N11 1.427
5 H -3.758 -0.810 -0.027  S13 1.252
6 H 1.203 -1.638 -0.754  C2 1.028
7 H 0.751 -1.485 1.137  C2 1.173
8 H 2.002 2.205 0.079  C4 1.134
9 H -0.260 2.078 0.189  N11 0.999
10 N -1.477 -0.706 0.313  C1 1.349, S13 1.656
11 N 0.090 1.147 0.100  C1 1.305, C4 1.427, H9 0.999
12 F 3.362 -0.427 -0.231  C3 1.398
13 S -2.865 0.053 -0.179  H5 1.252, N10 1.656

The calculation puts the gap between HOMO and LUMO at 8.0 eV. Its HOMO energy is -7.4 eV. For the LUMO energy, the calculation gives 0.663 eV.

Here are the natural (NBO) charges for atoms 1 to 4, given in e: 0.469 -0.515 0.356 -0.110


*2*
Density functional theory data (ωB97M-V with the def2-TZVPD basis set) for a 2-piece molecular cluster, C4H5FN2S overall.

Bonds (Å) are listed after each position.
Geometry (Å):
1 C 2.505 -0.090 0.846  C2 1.465, C3 1.384, H9 1.025
2 C 1.677 -1.101 0.185  C1 1.465, N5 1.321, H10 1.083
3 C 1.723 1.051 0.814  C1 1.384, N6 1.425, H11 1.141
4 C -3.412 -0.248 -1.054  F7 1.312, H12 1.125, H13 1.000
5 N 0.518 -0.555 -0.136  C2 1.321, N6 1.334
6 N 0.486 0.741 0.179  C3 1.425, N5 1.334, S8 1.646
7 F -3.619 -1.496 -1.405  C4 1.312
8 S -0.772 1.773 -0.070  N6 1.646
9 H 3.292 -0.367 1.441  C1 1.025
10 H 1.803 -2.143 -0.081  C2 1.083
11 H 2.069 2.122 1.005  C3 1.141
12 H -2.577 0.283 -1.588  C4 1.125
13 H -3.692 0.030 -0.136  C4 1.000

The calculation puts the gap between HOMO and LUMO (alpha / beta) at 9.9 / 5.7 eV. Its HOMO energy (alpha / beta) is -9.2 / -8.0 eV. For the LUMO energy (alpha / beta), the calculation gives 0.657 / -2.304 eV.

Here are the natural (NBO) charges for atoms 1 to 4, given in e: -0.313 -0.009 -0.039 0.073


Going by the energies, *1* is most stable and the next is 0.0626 hartree up.